No. 1
This record from OMol25 describes a molecular structure, C49H62IN7OSeW. The level of theory is the ωB97M-V functional and the def2-TZVPD basis.

Results
LUMO level (alpha / beta) (eV): -1.607 / -1.850
Multiplicity: 3
E_HOMO (alpha / beta) (Ha): -0.22169 / -0.22113
Charge: 0
HOMO-LUMO gap (alpha / beta) (eV): 4.43 / 4.17
⟨S²⟩: 2.034
ΔE to the lowest compared entry with this formula, charge and spin (kcal per mole): 21.6

Each line ends with the Löwdin spin population.
Positions of all 122 atoms, in Å:
H  -2.95640  4.66803  -0.90030  0.000
H  5.45653  -3.09165  -4.52726  0.000
C  -3.88717  -0.95846  -1.46387  -0.001
C  4.79563  -2.86512  -3.69002  0.001
H  4.79737  -3.71972  -3.01146  0.000
C  -2.27126  -2.78441  -1.37787  0.000
C  0.04256  -3.02344  0.67603  0.007
C  -2.34574  5.00159  -0.05741  0.000
H  3.11352  1.90224  -6.96482  0.000
H  -0.67567  1.95180  3.82254  0.000
H  -1.28384  -3.15901  -1.63720  0.000
C  5.62384  -2.44934  0.09866  0.000
C  -1.36256  3.49105  1.76112  0.014
C  -3.31859  -0.01818  2.13763  0.002
H  4.79304  -1.96261  5.57498  0.000
C  1.38755  0.63089  -3.15529  0.013
C  -1.14047  -3.75946  2.62105  0.008
C  1.98400  -1.06173  3.75724  0.021
C  3.09495  -1.47423  1.55212  0.004
C  -1.55291  3.84866  0.46667  0.006
N  2.53116  -0.47473  -0.63212  0.006
H  1.84010  0.07662  -5.83889  0.000
C  4.18630  -1.28875  4.96936  0.001
H  -2.85500  3.35267  -5.58801  0.000
C  0.16689  -4.41420  0.25047  -0.001
C  -3.21941  3.54326  3.46543  0.001
C  1.03358  -0.16818  4.14970  0.010
C  0.92556  1.29618  -4.35334  0.026
H  -3.54846  4.01254  4.39325  0.000
H  -4.14305  0.04425  2.83281  0.000
C  -0.84967  2.89231  -0.34385  0.037
C  4.49138  -1.67530  -0.49888  0.001
H  1.11921  2.29122  5.46597  0.000
C  -1.68944  -0.52828  -0.27609  -0.007
C  -0.04195  2.16475  -3.96633  0.007
H  6.14811  -2.98444  -0.69521  0.000
C  -0.17887  2.01950  -2.53526  0.040
C  6.61023  -1.55515  0.85402  0.000
H  -4.32851  -1.23017  -0.50199  0.000
C  -0.55932  2.29791  1.75494  0.022
H  -4.09769  0.08891  -1.68291  0.000
H  -3.11465  2.46939  3.62949  0.000
H  -1.45650  3.66480  -2.20009  -0.001
H  -3.05083  5.32039  0.71170  0.000
N  -4.28315  1.71554  0.75196  0.000
N  0.79126  -4.62150  -0.88074  0.019
H  -1.96214  0.25406  -2.99537  0.000
C  -1.84541  -0.82209  -2.85713  0.003
N  0.54404  -2.14459  -0.17569  0.006
H  -0.79024  -1.07662  -2.98621  0.002
H  -0.76031  5.88719  -1.25802  0.000
H  2.36434  1.26197  6.16092  0.000
H  -2.40602  -1.32324  -3.65104  0.000
H  -3.99384  3.67628  2.71051  0.000
N  0.62139  1.01402  -2.07406  0.023
C  -0.26497  1.58336  2.89304  -0.002
C  -2.37726  -1.25775  -1.49507  0.005
H  -0.88443  6.54955  0.36718  0.000
C  -0.56584  -2.74204  1.93382  0.000
O  -2.45704  0.66913  -0.00957  -0.002
H  4.03338  -0.36875  5.53395  0.000
H  -2.56714  -3.13145  -0.38450  0.000
C  1.28695  1.41849  6.09924  0.000
N  1.12357  -0.08992  1.84653  0.019
H  3.81506  -2.10755  2.05423  0.000
C  1.51789  1.11287  -5.71442  0.003
C  2.08116  -0.96049  2.32038  0.014
H  -1.83838  -1.20844  0.56261  0.008
H  -1.15513  4.09962  3.78756  0.000
H  6.26384  -1.71280  -2.60397  0.000
H  -2.96582  -3.24111  -2.08635  0.000
C  -1.46602  6.18091  -0.47909  0.000
H  -0.35806  -6.47798  0.68221  0.000
H  -1.60886  -5.87754  2.74044  0.000
C  2.54102  -0.09979  -3.05844  0.001
H  -2.03694  5.21944  2.78478  0.000
H  -2.79358  2.57301  -4.00273  0.000
Se  1.28760  -3.06867  -1.55413  0.010
H  -4.37672  -1.56063  -2.23183  0.000
C  2.69336  2.05987  -5.97102  0.002
W  0.51582  0.11256  -0.15083  1.608
C  3.11417  -0.56208  -1.87598  0.006
H  3.48610  1.90830  -5.23646  0.000
H  0.76497  -0.67299  6.18982  0.000
H  3.78055  -2.75774  -4.07782  0.000
H  -0.61698  -1.73028  2.30278  0.001
H  0.91901  1.64831  7.09953  0.000
H  -2.33681  1.66802  -5.43820  0.000
C  3.35231  -1.19271  0.21332  0.013
H  7.04456  -0.81040  0.18550  0.000
H  3.08749  -0.29041  -3.97281  0.000
C  2.84615  -1.93675  4.60918  0.002
H  -2.07172  7.00359  -0.86024  0.000
C  -1.08924  -5.12764  2.16168  -0.003
C  -0.84092  3.10928  -4.80597  0.000
C  4.34695  -1.27578  -1.80022  0.005
H  -2.57644  -0.77440  2.32800  0.000
H  5.23248  -3.21868  0.76924  0.000
I  -4.32517  -3.82101  2.06910  0.005
C  -2.29324  2.65207  -4.96956  0.000
C  -1.89983  4.15560  2.98977  0.002
H  0.74196  1.27930  -6.46417  0.000
H  -0.37120  3.20198  -5.78692  0.000
C  5.23860  -1.59414  -2.95993  0.001
H  7.42168  -2.14206  1.28548  0.000
H  6.11051  -1.01793  1.66198  0.000
H  -1.63049  -3.56015  3.56226  0.000
H  -0.49604  0.33865  5.53248  0.000
N  -0.20086  1.96857  0.45376  0.006
C  -3.34346  0.70785  1.01853  -0.001
H  -5.07524  1.65650  1.37580  0.000
C  0.58542  0.18070  5.53337  0.001
H  4.75331  -1.03188  4.07287  0.000
H  3.02033  -2.88544  4.09575  0.000
C  -0.42186  -5.46078  1.04151  0.003
C  0.55201  0.46979  2.95073  0.031
H  -4.58931  1.67641  -0.21113  0.000
C  -0.88153  2.88525  -1.71914  -0.013
H  2.37320  3.10008  -5.89628  0.000
H  5.26023  -0.75369  -3.65758  0.000
H  2.30348  -2.18370  5.52367  0.000
H  -0.81490  4.10878  -4.36246  0.000

Forces on atoms 1 to 3 (eV/Å):
H -0.003 -0.002 0.004
H 0.000 0.004 0.001
C -0.022 -0.009 0.002

No. 2
This record from OMol25 describes a molecular structure, C36H39ClCrIN7O. The level of theory is the ωB97M-V functional and the def2-TZVPD basis.

Results
LUMO level (alpha / beta) (eV): 0.018 / 0.017
Multiplicity: 5
E_HOMO (alpha / beta) (Ha): -0.25588 / -0.26277
Charge: 0
HOMO-LUMO gap (alpha / beta) (eV): 6.98 / 7.17
⟨S²⟩: 6.015

Each line ends with the Löwdin spin population.
Positions of all 86 atoms, in Å:
H  1.13173  4.67180  -2.51084  0.000
N  -0.42942  -1.48638  -0.82052  -0.002
H  -5.26253  2.47833  2.56908  0.000
H  4.71920  0.75639  3.56924  0.000
C  -2.02120  -0.96819  -2.58036  -0.001
H  0.25370  -3.42042  -1.14107  0.001
C  -1.60597  1.26932  2.53939  0.006
C  3.09905  0.27958  -2.69682  0.001
C  -2.34756  -3.31139  0.44228  0.001
C  -1.73675  1.39732  -3.43998  0.000
Cl  -4.22434  2.85159  5.16250  0.002
H  -1.41521  -2.93057  0.86254  0.002
H  -0.30865  0.24896  -2.37472  0.004
C  -4.12707  -2.14199  -2.69449  -0.001
C  -1.06366  0.06131  -3.13887  0.004
H  -0.60253  5.58698  -0.89968  0.000
H  -2.46246  1.31989  -4.25222  0.000
H  -1.73344  2.07789  5.83311  0.001
C  0.38409  0.73225  3.56394  0.019
C  -4.23595  2.13943  2.56385  -0.003
C  3.18613  1.46458  1.44777  0.005
C  5.24990  0.22805  0.91419  0.001
N  0.78347  4.15935  -1.72000  0.002
C  1.62475  -2.23269  0.04478  0.011
H  5.82197  1.07949  1.29069  0.000
H  -4.51396  -3.53399  -1.12328  0.000
C  2.04002  2.02850  -2.07223  0.001
H  2.19918  1.50281  1.90250  0.003
H  0.18826  -1.41711  -4.12699  0.000
H  3.05845  1.65989  0.38466  0.001
H  4.82328  -0.98435  3.27555  0.000
C  3.12715  -1.03918  1.08469  0.017
C  -2.16111  1.75358  3.74033  0.000
C  -2.21631  -4.82690  0.29224  0.000
H  -1.09406  3.50961  0.83041  0.000
C  -1.67922  -1.72605  -1.45276  0.002
C  -1.34442  1.71306  4.89264  0.013
C  -0.40071  3.56299  0.00956  0.003
H  3.78466  2.27082  1.87897  0.000
C  -3.45070  -2.95710  1.44392  0.000
N  0.39989  2.50154  -0.32748  0.025
C  4.19590  -0.10230  3.14218  0.001
C  -2.36470  1.18778  1.31674  0.002
N  2.06173  0.72811  -1.92484  0.015
I  -4.84142  1.44364  -0.33282  0.002
C  -3.24179  -1.20083  -3.19639  0.000
C  2.71620  -3.08046  0.23529  0.016
H  -5.07725  -2.31374  -3.18287  0.000
H  -1.42666  -5.09764  -0.41070  0.000
C  3.90432  0.13274  1.65344  0.002
H  3.28409  -0.26760  3.71657  0.000
C  -2.58819  -2.62880  -0.89122  -0.001
H  0.55229  1.11588  5.67548  0.000
H  -3.50894  -0.63206  -4.07847  0.000
C  3.67288  -2.32471  0.90016  0.006
C  3.71193  1.32881  -3.31686  0.001
C  -3.80157  -2.83432  -1.54283  0.000
H  -1.04289  -0.69928  -5.17066  0.000
C  -3.50080  2.21032  3.71257  0.009
Cr  0.09959  0.13642  0.36338  3.742
H  -4.40776  -3.39783  1.15985  0.000
H  -3.14858  -5.25627  -0.08080  0.000
H  1.36783  0.29292  3.47844  0.001
H  0.40031  0.22807  -4.73573  0.000
C  -0.17511  4.60409  -0.83675  0.000
N  1.87765  -0.98227  0.59136  0.007
C  -0.33488  -0.48988  -4.36521  0.000
H  3.33975  -0.76762  -2.75346  0.000
C  -0.08717  1.18780  4.80731  -0.002
H  -3.58445  -1.87623  1.51004  0.000
H  4.54869  1.38433  -3.98861  0.000
C  -3.68119  1.62365  1.38178  0.008
H  -3.19379  -3.33467  2.43528  0.000
C  0.43033  -2.44523  -0.68363  0.033
H  3.26020  3.39629  -3.15846  0.000
N  3.02409  2.45073  -2.91472  0.000
H  5.84904  -0.67097  1.05300  0.000
O  -1.80117  0.71519  0.26066  0.019
H  2.78906  -4.10784  -0.08471  0.001
N  -0.32573  0.79970  2.46076  0.014
H  -0.98391  2.12880  -3.74763  0.000
H  -2.24766  1.77870  -2.55559  0.000
H  4.65333  -2.65135  1.20698  0.000
H  -1.99256  -5.29162  1.25355  0.000
C  1.09273  2.88428  -1.37266  0.006
H  5.08859  0.36628  -0.15572  0.000

Forces on atoms 1 to 3 (eV/Å):
H -0.035 -0.033 -0.008
N 0.120 -0.192 -0.015
H -0.015 -0.002 -0.009

| no. | energy (eV) |
| --- | --- |
| 1 | -139571.765 |
| 2 | -99492.111 |